{"formula": "C13H34IN2O5", "method": "the ωB97M-V functional and the def2-TZVPD basis", "charge": -1, "lumo_ha": 0.0905, "e_tot_ev": -35347.580, "homo_lumo_gap_ev": 5.73, "spin_multiplicity": 1, "elements": ["I", "C", "O", "C", "C", "N", "C", "C", "O", "C", "H", "H", "H", "H", "H", "H", "H", "H", "H", "H", "H", "H", "H", "H", "H", "C", "O", "C", "C", "N", "C", "C", "O", "C", "H", "H", "H", "H", "H", "H", "H", "H", "H", "H", "H", "H", "H", "H", "H", "C", "O", "H", "H", "H", "H"], "xyz": [[0.9411, 0.6889, 0.1888], [-1.6856, 2.6631, -7.3817], [-0.4380, 2.7877, -6.6463], [0.0012, 4.1143, -6.5905], [1.2884, 4.3630, -5.6980], [2.3477, 3.3921, -5.8840], [3.5327, 3.5496, -5.0056], [4.7094, 2.6326, -5.4897], [4.2698, 1.3840, -6.1256], [5.2183, 0.7378, -6.8698], [-2.0376, 1.6414, -7.2384], [-1.4976, 2.8906, -8.4310], [-2.4333, 3.3296, -6.9519], [-0.7386, 4.8368, -6.2459], [0.2276, 4.4820, -7.5914], [0.8950, 4.2212, -4.6914], [1.5924, 5.3832, -5.9322], [2.5926, 3.6592, -6.8267], [3.2645, 3.3394, -3.9703], [3.8425, 4.5822, -4.8451], [5.3701, 2.5137, -4.6310], [5.1891, 3.2823, -6.2217], [4.8298, -0.1516, -7.3659], [6.0375, 0.2730, -6.3213], [5.6433, 1.4963, -7.5272], [-8.0139, -4.2369, 4.8070], [-6.6054, -3.9509, 4.7986], [-5.6548, -5.0464, 4.6857], [-4.3802, -4.3297, 4.2935], [-3.5614, -3.9770, 5.4561], [-2.2611, -3.3701, 5.1181], [-1.5142, -2.9428, 6.4866], [-2.2784, -2.3903, 7.5931], [-2.3885, -1.0015, 7.4931], [-8.1820, -5.2620, 5.1371], [-8.5364, -4.1510, 3.8543], [-8.3942, -3.4995, 5.5139], [-5.9530, -5.8563, 4.0199], [-5.5384, -5.4765, 5.6805], [-4.6706, -3.5283, 3.6141], [-3.7944, -4.9483, 3.6136], [-3.9631, -3.4125, 6.1911], [-2.4364, -2.4380, 4.5810], [-1.5903, -4.0491, 4.5917], [-0.6930, -2.3303, 6.1147], [-1.1342, -3.8468, 6.9625], [-2.2473, -0.6818, 6.4606], [-1.5238, -0.5321, 7.9623], [-3.2945, -0.6787, 8.0059], [7.8933, 1.7714, 3.0523], [7.2830, 0.9831, 2.0262], [7.1688, 2.2516, 3.7100], [8.3995, 1.1895, 3.8225], [8.5697, 2.5388, 2.6758], [6.3330, 1.1100, 1.9718]], "forces_ev_per_angstrom": [[0.03, 0.02, 0.07], [1.24, 0.04, 1.02], [-0.97, 0.03, -0.03], [1.63, 0.51, -0.19], [-2.04, -1.40, 0.60], [0.30, 0.80, -0.48], [-1.04, -1.24, 0.12], [-1.27, 0.43, -0.59], [-0.99, 1.68, 2.22], [1.28, -0.09, -0.33], [0.19, 0.03, -0.18], [-0.21, -0.01, -0.15], [-0.09, 0.21, -0.12], [-0.47, -0.17, 0.44], [0.19, -0.12, -0.63], [0.31, 0.58, 0.34], [-0.01, 0.41, 0.40], [0.95, -0.83, -0.48], [-0.46, -0.81, -0.08], [0.63, 0.42, -0.81], [0.20, -0.53, -0.14], [0.59, -0.43, -0.48], [-0.69, 0.51, -0.42], [0.38, 0.37, 0.71], [0.35, -0.42, -0.76], [1.15, -0.16, 0.65], [-0.65, -0.69, -0.71], [-0.52, 1.26, 0.68], [0.42, -0.41, 0.00], [1.16, -0.55, -0.68], [-0.98, 1.05, 2.66], [-0.62, -1.64, -0.40], [0.27, -0.66, -1.75], [0.80, 0.55, 0.03], [-0.17, -0.02, 0.40], [0.39, 0.30, -0.36], [-0.49, -0.29, -0.04], [-0.22, 0.29, -0.42], [0.08, -0.20, 0.11], [-0.10, 0.65, 0.27], [0.38, -0.41, 0.36], [-0.63, 0.02, -0.31], [0.31, 0.01, -0.61], [-0.11, 0.08, -0.09], [0.15, 0.40, 0.65], [0.28, -0.09, -0.38], [-0.94, 0.21, -0.20], [0.10, 0.13, 0.55], [-0.04, 0.16, -0.42], [-0.96, 0.01, 0.66], [0.90, 0.13, 0.38], [-0.46, 0.43, -0.43], [0.50, -0.67, -0.57], [-0.03, -0.15, -0.30], [0.02, 0.23, 0.24]], "nbo_charge": [-1.000, -0.248, -0.524, -0.050, -0.228, -0.583, -0.235, -0.065, -0.524, -0.232, 0.198, 0.164, 0.166, 0.157, 0.131, 0.202, 0.153, 0.328, 0.208, 0.161, 0.183, 0.149, 0.189, 0.151, 0.149, -0.244, -0.565, -0.069, -0.237, -0.649, -0.235, -0.075, -0.546, -0.252, 0.163, 0.168, 0.188, 0.170, 0.177, 0.188, 0.188, 0.375, 0.170, 0.201, 0.177, 0.184, 0.178, 0.161, 0.185, -0.251, -0.733, 0.168, 0.163, 0.165, 0.487]}

---

{"formula": "C13H34IN6OSi2Ti", "method": "the ωB97M-V functional and the def2-TZVPD basis", "charge": 2, "lumo_ha": [-0.2046, -0.2065], "e_tot_ev": -71983.767, "homo_lumo_gap_ev": [8.34, 8.88], "spin_multiplicity": 2, "elements": ["Ti", "C", "N", "C", "C", "N", "N", "C", "N", "N", "H", "H", "H", "H", "H", "H", "H", "H", "H", "H", "H", "N", "C", "O", "C", "I", "H", "H", "H", "H", "C", "Si", "C", "C", "C", "Si", "C", "C", "C", "H", "H", "H", "H", "H", "H", "H", "H", "H", "H", "H", "H", "H", "H", "H", "H", "H", "H", "H"], "xyz": [[0.2291, 0.8703, 0.3740], [-1.9516, -2.3335, 3.3029], [-2.6249, -1.0610, 3.0399], [-3.8697, -0.8336, 3.7752], [-2.0611, -0.1689, 2.2211], [-0.8363, -0.2624, 1.7607], [-2.8753, 0.8869, 1.8414], [-2.5366, 2.0548, 1.1943], [-3.5235, 2.9601, 1.1390], [-1.3609, 2.2385, 0.6681], [-2.6872, -3.0269, 3.6999], [-1.1506, -2.2163, 4.0363], [-1.5557, -2.7542, 2.3802], [-4.7142, -1.3190, 3.2844], [-4.0609, 0.2298, 3.9062], [-3.7519, -1.2475, 4.7745], [-0.3575, -1.0457, 2.1898], [-3.8525, 0.7817, 2.0600], [-4.4069, 2.8298, 1.6016], [-3.4098, 3.8088, 0.6114], [-1.2739, 3.1753, 0.2888], [3.8866, -0.8103, 0.5743], [3.2092, 0.1159, 1.2304], [2.0076, 0.3475, 0.9459], [3.8968, 0.9093, 2.2987], [4.5489, 2.7464, 1.4625], [3.4542, -1.3287, -0.1775], [4.8558, -0.9946, 0.7791], [4.7528, 0.3726, 2.6973], [3.1844, 1.1167, 3.0920], [-1.1155, -2.4931, -2.6848], [0.3076, -1.8064, -1.7020], [1.9169, -2.1788, -2.5756], [0.3602, -2.7416, -0.0648], [-0.0028, 0.0335, -1.4653], [0.8221, 1.4120, -2.4167], [-0.3148, 2.0975, -3.7127], [1.1377, 2.8383, -1.1585], [2.5150, 1.0454, -3.0905], [-1.0193, -3.5701, -2.8248], [-1.1720, -2.0352, -3.6730], [-2.0657, -2.3097, -2.1788], [2.0547, -3.2625, -2.5542], [2.8181, -1.7251, -2.1593], [1.8861, -1.8832, -3.6249], [0.8191, -3.7203, -0.2099], [-0.6546, -2.9169, 0.2981], [0.9146, -2.2420, 0.7368], [-1.0871, 0.1671, -1.6376], [-1.2622, 2.4208, -3.2764], [-0.5420, 1.3430, -4.4662], [0.1327, 2.9511, -4.2220], [0.3603, 3.6017, -1.2100], [2.0949, 3.3054, -1.3901], [1.2892, 2.6258, -0.0749], [2.5229, 0.2890, -3.8722], [3.2237, 0.7393, -2.3180], [2.8960, 1.9730, -3.5243]], "forces_ev_per_angstrom": [[-1.11, 0.15, -0.99], [0.01, 0.05, 0.01], [0.07, 0.01, -0.06], [0.04, 0.07, 0.04], [0.02, 0.00, -0.04], [-0.03, -0.04, 0.19], [-0.07, 0.10, -0.02], [-0.07, -0.06, 0.01], [-0.01, -0.05, -0.01], [0.16, -0.02, 0.10], [0.03, -0.02, 0.00], [0.00, -0.02, 0.01], [0.01, -0.01, 0.01], [-0.02, 0.02, 0.02], [-0.02, -0.04, 0.04], [-0.05, -0.03, -0.02], [0.04, 0.02, -0.05], [0.04, -0.02, -0.03], [0.01, 0.02, 0.02], [0.01, 0.01, 0.00], [0.01, 0.00, -0.01], [-0.06, 0.08, 0.11], [0.14, 0.10, -0.12], [0.75, -0.27, 0.39], [-0.21, -0.50, -0.02], [0.02, 0.10, -0.04], [-0.07, 0.02, 0.01], [0.01, 0.02, 0.03], [0.06, 0.12, 0.00], [0.07, 0.10, 0.00], [0.01, 0.00, -0.03], [0.09, -0.04, -0.05], [0.03, -0.08, -0.10], [-0.03, 0.09, 0.18], [-0.21, -0.01, 0.40], [0.20, -0.06, -0.15], [-0.06, 0.03, 0.02], [-0.10, -0.15, 0.62], [0.06, 0.02, -0.02], [0.01, -0.05, 0.00], [-0.01, 0.02, -0.04], [-0.02, 0.00, 0.01], [0.05, -0.01, -0.02], [-0.01, 0.04, 0.06], [-0.03, -0.01, -0.01], [0.00, -0.05, -0.04], [-0.04, 0.00, 0.00], [0.07, -0.01, -0.09], [0.03, 0.02, 0.08], [-0.02, 0.01, -0.01], [0.01, -0.04, -0.03], [0.01, 0.05, -0.02], [0.04, 0.04, -0.05], [-0.01, 0.04, -0.16], [0.14, 0.26, -0.11], [-0.03, 0.00, -0.03], [-0.01, -0.01, 0.05], [0.05, -0.01, -0.03]], "nbo_charge": [1.547, -0.429, -0.374, -0.428, 0.682, -0.855, -0.602, 0.680, -0.763, -0.860, 0.246, 0.219, 0.225, 0.227, 0.210, 0.246, 0.391, 0.425, 0.420, 0.428, 0.388, -0.726, 0.702, -0.728, -0.637, 0.223, 0.432, 0.432, 0.259, 0.263, -1.117, 1.684, -1.120, -1.113, -1.599, 1.653, -1.113, -1.067, -1.117, 0.257, 0.251, 0.237, 0.257, 0.211, 0.255, 0.259, 0.229, 0.204, 0.295, 0.239, 0.261, 0.260, 0.244, 0.284, 0.177, 0.258, 0.231, 0.258]}

---

{"formula": "C13H34N2O3P2", "method": "the ωB97M-V functional and the def2-TZVPD basis", "charge": 0, "lumo_ha": -0.0092, "e_tot_ev": -41729.811, "homo_lumo_gap_ev": 5.87, "spin_multiplicity": 1, "elements": ["C", "P", "O", "P", "O", "C", "C", "C", "N", "O", "H", "H", "H", "H", "H", "H", "H", "H", "H", "H", "H", "H", "H", "H", "C", "C", "C", "N", "C", "C", "C", "C", "C", "C", "H", "H", "H", "H", "H", "H", "H", "H", "H", "H", "H", "H", "H", "H", "H", "H", "H", "H", "H", "H"], "xyz": [[2.2762, -1.4069, 4.0556], [1.9544, -2.7939, 2.8834], [2.3443, -2.0823, 1.4262], [-0.2731, -2.8778, 2.6647], [-0.6330, -2.0203, 4.1416], [-1.9924, -1.7296, 4.2812], [-2.6064, -1.7413, 2.8857], [-2.4611, -0.4667, 2.0098], [-1.7744, 0.7035, 2.5731], [-1.9881, -2.8451, 2.2655], [2.3300, -0.4644, 3.5002], [1.4822, -1.3226, 4.7956], [3.2307, -1.5441, 4.5661], [1.6521, -1.4430, 1.1756], [-0.3464, -4.1400, 3.3394], [-0.0183, -3.5883, 1.4221], [-0.1624, -1.5646, 1.8936], [-2.4812, -2.5545, 4.8194], [-2.1605, -0.8149, 4.8591], [-3.6767, -1.9650, 2.9569], [-3.4480, -0.1435, 1.6666], [-1.8794, -0.7696, 1.1408], [-0.8159, 0.4194, 2.7591], [-2.1682, 0.9381, 3.4764], [0.0129, -1.8064, -3.4917], [0.3293, -1.3302, -2.0734], [-0.3651, -0.0480, -1.6299], [0.4075, 1.2378, -1.8584], [-0.5667, 2.3720, -1.6409], [0.0102, 3.7345, -1.9750], [0.5432, 3.7636, -3.4029], [1.5698, 2.6533, -3.5917], [0.9822, 1.2954, -3.2438], [1.4875, 1.3027, -0.8240], [0.4912, -1.2101, -4.2694], [0.3598, -2.8304, -3.6205], [-1.0633, -1.7971, -3.6729], [1.4083, -1.2702, -1.9184], [-0.0221, -2.0995, -1.3824], [-0.5246, -0.0644, -0.5506], [-1.3331, 0.0507, -2.1204], [-1.4257, 2.1594, -2.2775], [-0.8833, 2.3065, -0.5996], [-0.7833, 4.4706, -1.8435], [0.7978, 4.0046, -1.2681], [0.9830, 4.7346, -3.6280], [-0.2839, 3.6177, -4.1049], [2.4595, 2.8535, -2.9909], [1.9055, 2.6081, -4.6284], [1.7357, 0.5139, -3.3062], [0.1610, 1.0544, -3.9198], [2.1366, 0.4387, -0.9345], [1.0216, 1.2895, 0.1589], [2.0643, 2.2121, -0.9488]], "forces_ev_per_angstrom": [[0.05, 0.26, 0.02], [0.18, -0.59, 0.24], [0.13, 0.34, -0.33], [-0.31, -0.33, -0.63], [0.03, 0.52, -0.16], [-0.17, -0.47, 0.14], [-0.22, -0.18, -0.41], [0.02, 0.25, 0.24], [0.17, -0.08, -0.19], [0.36, 0.13, 0.09], [-0.07, 0.00, 0.00], [-0.02, -0.09, -0.01], [0.03, 0.00, -0.05], [-0.22, -0.10, 0.16], [-0.13, 0.13, 0.22], [0.08, 0.17, -0.03], [0.33, 0.13, 0.05], [-0.06, 0.12, 0.13], [0.13, 0.10, -0.08], [0.00, -0.04, 0.10], [-0.02, 0.02, 0.02], [-0.19, -0.08, -0.10], [-0.01, -0.05, 0.15], [-0.03, 0.07, -0.01], [0.06, 0.08, -0.01], [-0.13, -0.18, -0.03], [0.17, -0.24, 0.18], [-0.10, 0.06, 0.21], [0.01, 0.07, 0.09], [0.06, 0.02, -0.05], [0.01, -0.01, 0.02], [-0.04, 0.06, 0.00], [0.02, 0.10, -0.02], [0.04, 0.04, -0.07], [-0.02, 0.03, 0.00], [-0.02, -0.01, 0.01], [0.00, -0.02, 0.01], [0.00, -0.07, 0.08], [0.10, 0.03, 0.10], [-0.15, -0.07, -0.02], [0.04, 0.10, -0.06], [0.02, 0.00, -0.03], [-0.06, -0.05, -0.01], [-0.03, -0.03, 0.04], [0.00, 0.00, 0.00], [0.01, 0.00, 0.00], [0.00, 0.00, 0.00], [0.01, -0.01, 0.00], [0.00, -0.04, 0.00], [-0.06, -0.06, -0.03], [0.00, -0.03, 0.00], [0.00, -0.01, 0.02], [0.00, -0.02, 0.00], [0.01, 0.00, 0.00]], "nbo_charge": [-0.984, 0.742, -1.007, 0.951, -0.851, -0.079, 0.046, -0.246, -0.861, -0.816, 0.205, 0.253, 0.217, 0.450, -0.126, -0.151, -0.295, 0.167, 0.157, 0.170, 0.173, 0.193, 0.365, 0.350, -0.609, -0.450, -0.215, -0.203, -0.214, -0.426, -0.402, -0.424, -0.215, -0.426, 0.191, 0.235, 0.210, 0.214, 0.269, 0.251, 0.218, 0.216, 0.249, 0.244, 0.213, 0.231, 0.204, 0.212, 0.240, 0.234, 0.221, 0.240, 0.246, 0.222]}

---

{"formula": "C13H34N3O7P2S", "method": "the ωB97M-V functional and the def2-TZVPD basis", "charge": 1, "lumo_ha": -0.2015, "e_tot_ev": -62233.352, "homo_lumo_gap_ev": 5.29, "spin_multiplicity": 1, "elements": ["N", "P", "N", "N", "C", "S", "P", "O", "H", "H", "H", "H", "H", "H", "C", "O", "C", "C", "O", "C", "C", "O", "C", "H", "H", "H", "H", "H", "H", "H", "H", "H", "H", "H", "H", "H", "H", "C", "O", "C", "C", "O", "C", "C", "O", "C", "H", "H", "H", "H", "H", "H", "H", "H", "H", "H", "H", "H", "H", "H"], "xyz": [[-0.6038, -2.1810, -1.6949], [-0.4666, -3.6146, -2.3151], [-0.5609, -3.6038, -4.1368], [0.4659, -4.3577, -4.8365], [0.6502, -5.4968, -4.3958], [1.2904, -6.6934, -3.6787], [-0.4445, -1.8670, -4.7563], [-1.7883, -1.3700, -5.0201], [-1.4363, -2.1596, -1.1009], [-1.5302, -4.4194, -1.8423], [0.7676, -4.1315, -1.8574], [-1.5222, -3.8943, -4.3884], [0.3409, -1.0980, -3.8724], [0.2555, -1.9924, -5.9785], [4.3556, -1.6029, -1.8763], [3.5714, -0.4694, -1.5853], [2.3391, -0.7904, -0.9586], [1.9324, 0.2839, 0.0302], [2.6899, 0.2971, 1.2283], [4.0440, 0.7372, 1.1504], [4.2037, 2.2193, 0.8795], [3.9094, 2.5219, -0.4778], [3.2958, 3.7838, -0.6437], [3.9268, -2.1748, -2.7099], [5.3505, -1.2592, -2.1566], [4.4621, -2.2466, -0.9954], [2.3970, -1.7523, -0.4345], [1.5761, -0.8601, -1.7441], [0.9061, 0.0633, 0.3392], [1.9113, 1.2703, -0.4353], [4.6159, 0.1326, 0.4471], [4.4591, 0.5425, 2.1423], [5.2454, 2.5082, 1.0648], [3.5540, 2.7857, 1.5555], [2.4303, 3.8921, 0.0199], [2.9434, 3.8500, -1.6727], [4.0115, 4.5910, -0.4604], [-1.2913, 2.9696, 0.9064], [-2.5330, 2.4451, 1.3205], [-2.9816, 1.3856, 0.4918], [-3.7470, 0.3475, 1.2902], [-2.9324, -0.4716, 2.1203], [-2.3431, 0.1337, 3.2701], [-3.3287, 0.4894, 4.3647], [-4.0857, 1.6368, 4.0110], [-5.4146, 1.5952, 4.4887], [-1.3993, 3.5467, -0.0175], [-0.9183, 3.6244, 1.6935], [-0.5537, 2.1700, 0.7651], [-2.1401, 0.8977, -0.0152], [-3.6496, 1.8188, -0.2647], [-4.2061, -0.3399, 0.5733], [-4.5633, 0.7982, 1.8544], [-1.7215, 0.9845, 2.9925], [-1.6714, -0.6282, 3.6744], [-2.7759, 0.7270, 5.2820], [-3.9843, -0.3669, 4.5586], [-5.9042, 0.6547, 4.2122], [-5.9621, 2.4120, 4.0200], [-5.4411, 1.7263, 5.5750]], "forces_ev_per_angstrom": [[-0.19, -1.07, -0.66], [-0.69, 1.94, 3.69], [0.69, -0.14, -0.10], [-1.07, 0.24, -0.48], [1.58, -0.30, 1.07], [-0.50, -0.53, -0.49], [-0.41, 2.14, -1.45], [-0.53, -0.30, 0.50], [-0.01, 0.54, -0.34], [0.45, -0.63, -0.78], [-0.09, -0.46, -1.38], [0.18, 0.07, -0.26], [0.14, -0.80, 0.16], [0.33, -0.68, 0.61], [0.02, 0.23, 0.04], [0.14, -0.25, 0.26], [0.19, 0.38, -0.30], [-0.21, 0.03, 0.14], [0.01, -0.08, -0.13], [0.03, 0.05, 0.26], [0.21, -0.07, -0.37], [-0.38, -0.04, 0.10], [0.14, -0.11, -0.10], [0.03, -0.14, 0.00], [-0.07, 0.03, -0.11], [-0.06, -0.07, -0.06], [0.06, -0.02, 0.01], [-0.17, -0.09, 0.16], [0.04, -0.07, 0.06], [0.18, -0.05, -0.18], [-0.02, 0.15, -0.18], [-0.09, 0.02, 0.02], [-0.02, -0.02, 0.24], [-0.02, -0.03, 0.00], [0.05, 0.07, 0.06], [0.10, -0.01, -0.01], [-0.10, 0.10, 0.06], [-0.05, 0.09, 0.11], [0.31, -0.33, 0.03], [-0.32, 0.31, 0.20], [-0.02, -0.08, -0.07], [0.02, 0.04, -0.08], [0.09, -0.21, 0.12], [0.08, 0.44, -0.04], [-0.20, -0.25, -0.23], [0.13, 0.15, -0.01], [0.12, -0.02, -0.07], [-0.13, 0.05, -0.02], [0.00, 0.02, -0.10], [0.05, 0.02, 0.02], [0.01, -0.22, -0.15], [0.06, -0.03, 0.00], [0.12, 0.19, 0.05], [-0.17, 0.16, 0.03], [-0.06, -0.04, -0.03], [0.07, -0.24, 0.04], [0.00, -0.01, -0.03], [0.00, -0.03, 0.09], [0.08, 0.04, 0.04], [-0.12, -0.09, 0.02]], "nbo_charge": [-1.231, 1.334, -0.774, -0.383, 0.126, 0.376, 1.611, -1.005, 0.416, 0.020, 0.034, 0.473, 0.012, -0.016, -0.247, -0.543, -0.089, -0.087, -0.537, -0.086, -0.097, -0.551, -0.250, 0.143, 0.207, 0.168, 0.165, 0.161, 0.187, 0.193, 0.184, 0.194, 0.181, 0.178, 0.163, 0.191, 0.176, -0.250, -0.541, -0.092, -0.084, -0.551, -0.086, -0.095, -0.547, -0.251, 0.169, 0.199, 0.158, 0.160, 0.178, 0.176, 0.197, 0.191, 0.186, 0.180, 0.174, 0.162, 0.196, 0.173]}

---

no.,strongest force on any atom (eV Å⁻¹)
1,3.02
2,1.49
3,0.77
4,4.23